(1)
{
  "formula": "C32H42InN5O10S",
  "method": "ωB97M-V/def2-TZVPD",
  "elements": ["In", "C", "C", "O", "C", "C", "O", "C", "C", "O", "C", "C", "O", "C", "C", "O", "C", "C", "O", "H", "H", "H", "H", "H", "H", "H", "H", "H", "H", "H", "H", "H", "H", "H", "H", "H", "H", "H", "H", "H", "H", "H", "H", "O", "S", "O", "O", "C", "N", "C", "C", "C", "N", "C", "C", "C", "N", "C", "C", "H", "H", "H", "H", "H", "H", "C", "N", "N", "C", "O", "C", "C", "C", "C", "C", "C", "C", "C", "C", "H", "H", "H", "H", "H", "H", "H", "H", "H", "H", "H", "H"],
  "xyz": [[-0.63292, 0.65107, -0.21545], [-2.03995, -1.67429, 1.75632], [-2.91081, -0.43438, 1.87665], [-2.10521, 0.73171, 1.78456], [-1.61028, 1.12529, 3.06941], [-1.65268, 2.68163, 2.93680], [-0.80264, 3.01439, 1.83333], [0.01847, 4.16575, 1.71704], [1.03322, 3.73324, 0.65050], [0.39052, 3.05606, -0.40662], [-0.38113, 3.91149, -1.24696], [-1.84654, 3.87328, -0.85905], [-2.21305, 2.45801, -0.95588], [-3.55149, 2.19386, -0.52603], [-3.84346, 0.91326, -1.15009], [-2.77367, 0.01543, -0.73246], [-3.07139, -1.33567, -1.07372], [-1.89368, -2.20882, -0.67167], [-1.29411, -1.52465, 0.50542], [-2.58119, -2.60980, 1.85777], [-1.25428, -1.59989, 2.51238], [-3.39498, -0.43853, 2.88011], [-3.71426, -0.36749, 1.15817], [-0.67792, 0.82841, 3.41279], [-2.38122, 0.87222, 3.82084], [-1.27571, 3.08608, 3.91451], [-2.65070, 2.91440, 2.61858], [0.40342, 4.32008, 2.71998], [-0.58628, 5.09473, 1.46931], [1.73681, 3.02124, 1.10335], [1.63546, 4.57225, 0.27524], [-0.21409, 3.60872, -2.30259], [0.00294, 4.91263, -1.19632], [-2.54364, 4.43073, -1.58799], [-2.00398, 4.20538, 0.16289], [-4.26003, 2.97850, -0.91534], [-3.57526, 2.16608, 0.58304], [-3.76618, 0.99043, -2.25261], [-4.81883, 0.49723, -0.97071], [-3.32718, -1.51730, -2.14488], [-3.97044, -1.72792, -0.58997], [-1.09129, -2.29776, -1.42623], [-2.20282, -3.22816, -0.44998], [2.04688, -4.28853, -10.20993], [0.76509, -4.87028, -10.18821], [-0.33891, -3.97678, -10.30417], [0.60764, -6.27750, -10.26002], [-0.07475, -4.14207, -6.48178], [1.05028, -4.15953, -7.17461], [2.20950, -3.83932, -6.64502], [2.22071, -3.25036, -5.35325], [1.01305, -2.78380, -4.99051], [-0.20437, -3.17416, -5.51724], [0.80391, -1.74324, -3.98984], [-0.26835, -0.93415, -4.11382], [-0.37650, 0.11932, -3.23699], [0.30384, 0.25392, -1.99139], [1.28096, -0.80632, -1.82811], [1.67605, -1.58160, -2.85036], [3.07283, -4.03141, -7.30300], [3.24654, -3.04186, -4.90673], [-0.82858, -1.04127, -5.03968], [-1.15796, 0.93765, -3.34824], [1.75986, -0.63800, -0.91607], [2.54996, -2.19731, -2.85582], [3.43392, -1.71111, 4.56785], [2.37819, -1.42889, 3.59697], [2.13814, -0.21791, 3.02972], [1.39536, -0.38831, 1.94482], [0.83029, 0.60834, 1.35162], [1.25995, -1.78012, 1.76621], [1.92215, -2.40705, 2.79232], [1.98482, -3.80142, 3.18914], [2.11853, 1.00182, 3.81425], [1.28941, 1.16474, 4.92911], [1.25763, 2.46405, 5.48596], [2.05799, 3.43125, 4.85960], [2.91905, 3.23821, 3.81581], [2.93250, 1.97504, 3.22236], [4.37307, -1.76277, 4.05032], [3.27401, -2.68066, 4.98228], [3.49732, -0.98669, 5.43649], [0.86533, -2.31463, 0.92608], [1.33122, -4.35603, 2.54618], [1.56557, -3.87896, 4.19578], [2.96172, -4.26618, 3.21588], [0.64122, 0.42816, 5.34233], [0.64825, 2.85067, 6.30280], [1.99799, 4.46016, 5.34428], [3.62091, 4.02997, 3.49328], [3.64018, 1.73600, 2.35892]],
  "forces_ev_per_a": [[-0.2, 1.3, 1.2], [0.7, 1.4, -0.7], [-0.8, -0.7, 1.6], [0.5, -1.0, 0.0], [-2.9, 3.3, -0.2], [2.0, -0.8, 0.5], [-0.7, -1.0, -0.2], [-1.2, 0.2, 0.6], [0.7, 0.3, 1.0], [-0.2, -0.3, -0.6], [-0.1, -0.2, -0.9], [-0.9, -0.5, -1.3], [0.3, 0.9, 0.4], [-0.2, 1.8, 0.4], [0.6, -1.2, -1.7], [-1.4, -0.6, -1.1], [-0.2, -1.4, -1.1], [0.8, 1.0, 0.5], [-0.5, -1.9, -0.5], [0.0, -0.1, -0.3], [-0.2, -0.3, 0.1], [0.2, -0.1, -0.6], [0.1, -0.1, -0.1], [1.8, -1.1, -0.2], [0.4, 0.0, -0.2], [-0.7, 0.2, -0.9], [-0.7, 0.6, 0.6], [0.8, 0.4, -0.1], [0.6, -1.0, 0.0], [-0.4, 0.1, -0.2], [-0.3, 0.0, 0.0], [-0.3, -0.2, 0.7], [0.1, 0.7, 0.2], [1.3, -0.6, 1.1], [-0.1, 0.1, 0.0], [0.7, -0.6, 0.4], [-0.2, 0.1, -0.6], [0.0, 0.1, 0.4], [-0.4, -0.3, 0.7], [0.6, 0.7, 0.4], [-0.1, 0.6, 0.6], [-0.3, 0.4, 0.3], [-0.1, 0.1, 0.3], [1.2, 0.1, 0.3], [-0.8, 0.6, -0.8], [-0.2, -0.6, 0.4], [-0.2, 0.1, 0.4], [2.6, 4.3, 1.0], [-2.0, -2.3, -0.8], [0.2, 0.0, 0.6], [3.4, -1.0, -2.0], [-2.8, 0.9, 1.3], [0.5, -2.9, -1.3], [2.3, -1.4, 0.9], [-0.7, 2.1, -0.1], [-2.4, 1.9, 1.1], [0.6, -2.5, -2.0], [-0.7, 2.3, -0.9], [-1.1, -0.6, -0.8], [-0.2, 0.3, 0.7], [-1.8, 0.0, -0.4], [-0.4, 0.4, 0.4], [1.0, -1.2, -0.2], [1.3, -0.4, 1.2], [0.4, -0.2, 0.6], [0.3, 1.6, 0.9], [0.6, -1.2, 1.2], [0.3, 0.7, 2.0], [-1.5, -0.6, -1.4], [0.3, -0.2, -0.3], [0.5, -0.8, -0.9], [-0.5, 1.9, 0.1], [-0.3, -0.8, 0.6], [0.6, -0.4, -1.2], [0.4, 1.9, 0.1], [0.8, -0.1, -1.5], [-0.8, 2.3, 2.4], [0.9, -0.3, -0.9], [0.8, 0.2, 0.2], [0.7, 0.2, -0.1], [-0.4, -0.6, 0.3], [-0.3, -0.6, -1.3], [-0.3, 0.2, -0.1], [-0.2, -0.5, -0.4], [0.1, -0.1, 0.0], [0.3, 0.1, -0.2], [-0.1, -0.9, 0.0], [0.0, -0.8, -0.1], [0.3, -1.4, -0.8], [-0.7, -0.5, 0.1], [-1.3, 0.2, 1.3]],
  "e_homo_ev": [-12.8, -10.1],
  "de_lowest_ev": 0.000,
  "lumo_ev": [-5.009, -5.020],
  "charge": 2
}



(2)
{
  "formula": "C4H14NO2",
  "method": "ωB97M-V/def2-TZVPD",
  "elements": ["C", "C", "C", "C", "O", "N", "H", "H", "H", "H", "H", "H", "H", "H", "H", "H", "H", "H", "H", "H", "O"],
  "xyz": [[-1.43213, 0.68635, 0.51596], [-0.33090, -0.35504, 0.56774], [0.90110, 0.06982, 1.39544], [1.31485, 1.48318, 1.26281], [1.93198, -0.79010, 0.74715], [0.12665, -0.68633, -0.82349], [-2.00535, 0.85473, 1.42589], [-1.09608, 1.62898, 0.08242], [-2.22242, 0.31039, -0.14636], [-0.77360, -1.25310, 0.99181], [0.85245, -0.35419, 2.38970], [0.62536, 2.14359, 1.80252], [2.32373, 1.55916, 1.66386], [1.30185, 1.92847, 0.27056], [2.55998, -1.05423, 1.41162], [1.08096, -1.05922, -0.66443], [-0.53757, -1.34747, -1.22010], [0.26971, 0.09873, -1.43777], [-1.61523, 0.09079, -3.49738], [-2.85411, 0.14791, -2.70977], [-2.14874, -0.46849, -2.91305]],
  "forces_ev_per_a": [[-0.9, -0.2, -1.0], [-0.8, 1.2, 1.0], [0.8, -2.3, -2.0], [-0.2, 1.2, 0.8], [-0.2, 0.6, 0.5], [0.1, -0.5, 0.7], [0.7, 0.0, 0.4], [0.0, 0.1, 0.2], [0.2, 0.0, -0.1], [0.4, -0.3, -0.2], [-0.5, 0.6, 0.4], [0.3, -0.2, 0.3], [-0.1, 0.4, 0.1], [0.2, -0.6, -0.4], [0.5, -0.2, 0.2], [-0.1, -0.6, -0.1], [0.1, 0.1, -0.5], [-0.5, 0.6, -0.2], [0.0, -0.4, -0.2], [-0.6, -0.1, 0.2], [0.6, 0.5, 0.0]],
  "e_homo_ev": -15.3,
  "de_lowest_ev": 0.998,
  "lumo_ev": -3.059,
  "charge": 1
}



(3)
{
  "formula": "C17H15F21N5O21S7Zn3",
  "method": "ωB97M-V/def2-TZVPD",
  "elements": ["Zn", "Zn", "Zn", "C", "F", "F", "F", "S", "O", "O", "O", "C", "F", "F", "F", "S", "O", "O", "O", "C", "F", "F", "F", "S", "O", "O", "O", "C", "F", "F", "F", "S", "O", "O", "O", "C", "F", "F", "F", "S", "O", "O", "O", "C", "F", "F", "F", "S", "O", "O", "O", "C", "F", "F", "F", "S", "O", "O", "O", "C", "C", "N", "H", "H", "H", "C", "C", "N", "H", "H", "H", "C", "C", "N", "H", "H", "H", "C", "C", "N", "H", "H", "H", "C", "C", "N", "H", "H", "H"],
  "xyz": [[-2.50227, -2.21409, -0.43361], [-0.97670, 0.28982, 3.33626], [2.07860, -2.90069, 1.13446], [-1.43175, -4.11875, 3.79574], [-1.04439, -5.31498, 3.52472], [-2.70094, -4.16996, 4.05935], [-0.68502, -3.72270, 4.82689], [-1.07088, -2.92037, 2.35858], [-2.06655, -3.06656, 1.25776], [-1.16658, -1.61876, 3.08555], [0.23946, -3.23213, 1.85208], [0.55838, 0.97455, -1.18574], [0.11540, 2.18863, -0.78784], [-0.11682, 0.52377, -2.22630], [1.88744, 0.87150, -1.47007], [0.12391, -0.26567, 0.24164], [1.28444, -1.14923, 0.41834], [-0.15142, 0.42744, 1.48529], [-1.09591, -0.92147, -0.25370], [-4.22641, 0.42535, -4.17228], [-5.44163, 0.80834, -4.54990], [-3.56009, 0.22226, -5.28471], [-3.56346, 1.32760, -3.50335], [-4.34771, -1.22865, -3.00618], [-4.12638, -2.37529, -3.94806], [-3.31122, -1.22955, -1.98361], [-5.68020, -1.24746, -2.33828], [-1.31150, 4.87194, 4.13588], [-1.86224, 5.78075, 3.37931], [-0.01695, 4.76813, 3.74259], [-1.45786, 5.32999, 5.36730], [-2.28239, 3.14219, 3.77570], [-3.09454, 2.78202, 4.95659], [-3.06867, 3.30126, 2.53868], [-1.23734, 2.16132, 3.57275], [0.40514, -5.31767, -2.55209], [1.64542, -5.76229, -2.54851], [-0.02312, -5.25440, -3.83630], [-0.29574, -6.23411, -1.86283], [0.31621, -3.59607, -1.66482], [0.82026, -2.53921, -2.55229], [-1.07763, -3.31008, -1.32228], [1.15797, -3.77283, -0.47749], [3.70754, -0.22433, 4.47179], [4.71683, -1.11416, 4.42333], [3.71096, 0.39730, 5.69176], [3.92165, 0.68720, 3.52219], [2.04295, -1.11600, 4.03454], [2.25177, -1.82411, 2.73605], [1.82709, -2.13977, 5.04604], [0.95239, -0.11978, 3.91583], [-5.44243, -0.79445, 2.73595], [-6.44797, -1.25326, 1.95666], [-5.97321, 0.08264, 3.56757], [-4.92880, -1.79394, 3.49007], [-3.93046, 0.02138, 1.61926], [-4.45653, 1.36604, 1.21787], [-2.80093, 0.20572, 2.53197], [-3.64504, -0.96409, 0.54046], [1.98789, 3.67960, 1.18186], [2.09843, 4.10808, -0.20629], [2.09754, 4.42803, -1.34191], [1.89497, 2.59536, 1.24438], [1.03576, 4.06433, 1.54728], [2.69941, 4.05909, 1.91522], [1.10558, -0.11967, -5.66370], [0.86037, 1.35560, -5.69335], [0.68658, 2.49742, -5.66256], [2.13338, -0.19669, -6.01837], [0.35547, -0.45165, -6.38149], [0.98452, -0.67260, -4.73219], [4.21214, 2.18153, -2.82624], [4.32045, 0.75521, -3.23880], [4.47400, -0.33937, -3.57939], [3.40201, 2.58860, -3.43129], [5.14640, 2.65729, -3.12444], [4.12340, 2.30265, -1.74663], [-1.42763, 4.06479, -2.38732], [-2.28776, 3.66384, -1.28098], [-3.04215, 3.30887, -0.45160], [-1.26355, 3.22411, -3.06143], [-0.46922, 4.40278, -1.99322], [-1.94539, 4.88440, -2.88559], [6.40155, -2.11348, -0.64392], [5.02532, -2.31604, -0.06261], [3.95229, -2.48145, 0.38259], [7.08089, -1.63026, 0.05829], [6.37189, -1.52464, -1.56071], [6.84133, -3.10597, -0.74213]],
  "forces_ev_per_a": [[-0.9, 0.5, -1.3], [-0.2, 0.7, -0.5], [-0.6, 0.8, -1.1], [0.9, 1.0, -0.3], [0.8, -2.1, -1.2], [-1.0, 0.7, 0.5], [-0.6, 0.6, 0.0], [-1.9, 2.4, -0.4], [1.1, -1.1, 3.4], [0.2, -4.0, -0.9], [-0.1, -1.0, 1.0], [-0.5, -1.4, 1.1], [1.2, -1.3, -0.9], [0.3, 0.8, 0.0], [-1.4, 1.0, 0.6], [-0.9, -1.4, 0.6], [-0.5, 1.3, -1.4], [0.8, 1.2, -1.3], [3.0, 2.0, 0.2], [-0.2, -2.1, 1.0], [-0.1, 0.2, 0.7], [0.7, -0.8, -0.8], [-0.1, 1.2, 0.8], [-3.5, -3.7, -1.3], [-0.3, 2.7, 1.1], [1.6, 0.9, 0.0], [2.2, 0.9, -1.8], [-1.0, -1.6, -0.9], [-0.5, 0.7, -1.2], [-0.3, 0.0, 0.9], [0.8, -0.7, 0.6], [-5.2, 0.2, -0.4], [1.6, 1.3, -1.0], [2.0, 1.0, 2.3], [3.1, -0.5, 0.4], [-0.7, 0.1, 0.0], [0.7, 0.4, -0.2], [0.2, 0.1, 1.5], [-0.3, 0.7, -0.4], [0.0, 3.4, -1.1], [-0.1, -2.3, 0.6], [0.6, -2.2, -0.6], [0.4, -1.4, -0.4], [-0.3, 0.3, 0.1], [-0.9, 0.5, 0.3], [-0.3, -1.1, -1.7], [0.0, 0.0, 0.3], [-2.3, -2.7, 0.2], [1.5, 2.0, 1.8], [0.7, 1.7, -0.2], [2.6, -0.2, 0.7], [1.0, 0.2, -0.9], [1.1, 0.0, 0.4], [0.3, 0.3, -0.1], [-0.3, 0.1, -0.6], [-2.2, 3.7, -1.0], [0.7, -4.5, 0.6], [-1.1, -0.8, 0.1], [-1.6, 1.3, 2.2], [-0.9, 0.0, 0.5], [0.3, 1.1, -3.2], [0.2, -1.0, 3.5], [0.2, 0.0, 0.0], [-0.2, -0.1, 0.0], [0.4, 0.0, -0.6], [-0.3, 1.4, -0.9], [0.0, 0.0, 1.4], [0.2, -0.8, -0.2], [-0.1, -0.6, -0.2], [0.4, -0.7, -0.1], [-0.1, 0.6, 0.2], [0.5, -0.9, -0.8], [0.4, -0.3, 0.3], [-0.2, 0.9, 0.3], [-0.1, 0.4, 0.5], [0.0, 0.1, -0.1], [-0.5, -0.1, -0.3], [-0.1, 0.2, 0.3], [-2.3, -1.3, 2.2], [2.2, 1.1, -2.3], [-0.1, 0.1, -0.1], [0.0, 0.1, -0.2], [0.3, 0.0, -0.3], [-0.7, -0.4, 0.9], [-2.0, 0.0, 0.8], [3.5, 0.1, -1.3], [-0.5, 0.3, 0.3], [-0.2, -0.3, -0.1], [-0.2, 0.0, -0.6]],
  "e_homo_ev": -6.9,
  "de_lowest_ev": 0.669,
  "lumo_ev": 0.755,
  "charge": -1
}



(4)
{
  "formula": "C3H10NO",
  "method": "ωB97M-V/def2-TZVPD",
  "elements": ["C", "H", "H", "H", "H", "C", "O", "C", "N", "H", "H", "H", "H", "H", "H"],
  "xyz": [[-0.97524, 3.01814, 1.24692], [-1.90166, 2.58572, 1.61945], [-0.14579, 2.45308, 1.66694], [-0.90605, 4.07835, 1.51000], [-0.94336, 2.86330, 0.16999], [0.17298, -0.34995, -0.88106], [-0.65345, 0.45303, -0.18216], [0.31178, -1.74045, -0.23453], [1.23864, -2.65333, -0.95081], [-0.16477, -0.54428, -1.93341], [1.22138, 0.04126, -0.98927], [0.64813, -1.59264, 0.79779], [-0.68593, -2.18663, -0.18246], [2.01632, -2.94338, -0.37696], [0.76702, -3.48220, -1.28044]],
  "forces_ev_per_a": [[0.1, 0.1, 0.0], [0.0, 0.0, 0.0], [0.0, 0.0, 0.0], [0.0, 0.0, 0.0], [0.0, -0.1, 0.1], [-0.4, 0.2, 0.3], [0.1, -0.1, -0.1], [0.2, -0.1, 0.0], [0.0, 0.1, -0.1], [0.1, -0.1, -0.1], [0.1, -0.1, 0.0], [0.0, 0.0, 0.0], [0.0, 0.0, 0.0], [0.0, 0.0, 0.0], [0.0, 0.0, 0.0]],
  "e_homo_ev": -2.1,
  "de_lowest_ev": 0.846,
  "lumo_ev": 4.368,
  "charge": -1
}



(5)
{
  "formula": "C5H15N3",
  "method": "ωB97M-V/def2-TZVPD",
  "elements": ["C", "N", "C", "N", "C", "C", "C", "N", "H", "H", "H", "H", "H", "H", "H", "H", "H", "H", "H", "H", "H", "H", "H"],
  "xyz": [[-0.82498, -0.09428, 0.68699], [-0.83727, -1.42615, 0.11361], [-1.72781, -1.60141, -1.09225], [-1.93210, -0.50658, -2.10254], [0.52978, 0.30446, 1.10446], [1.26934, 0.47741, -0.26473], [2.77091, 0.97758, -0.16673], [0.65686, 1.57331, 1.93917], [-1.28311, 0.63840, 0.02699], [-1.28910, 0.02426, 1.60071], [-1.25493, -2.00510, 0.84803], [-1.23564, -2.55510, -1.52178], [-2.77573, -1.84726, -0.87483], [-1.19595, -0.20763, -2.64730], [-2.52946, 0.30238, -1.76881], [1.26573, -0.42758, 1.75441], [0.72936, 1.24517, -0.87402], [1.28239, -0.64806, -0.60837], [3.35274, 0.31293, 0.44471], [3.26791, 1.14174, -1.11983], [2.81285, 2.03920, 0.10165], [1.56722, 1.86541, 1.74528], [-0.03029, 2.25453, 1.63504]],
  "forces_ev_per_a": [[0.1, -0.1, 0.3], [-1.4, 0.3, 0.1], [0.4, -0.7, -1.4], [-2.2, -0.7, 2.9], [5.3, 1.4, -0.1], [2.0, -1.2, 0.2], [-1.6, 0.6, -0.7], [-2.7, -2.2, -0.4], [0.4, 0.2, -0.2], [-2.3, -0.4, 2.0], [0.3, -0.2, -0.5], [-1.1, 1.7, -0.2], [0.3, -0.1, 0.6], [2.0, 0.6, -1.0], [1.2, -1.6, -0.5], [-2.5, 0.9, -1.6], [0.1, -1.1, 0.1], [-0.2, 2.5, -0.3], [0.4, 0.0, 0.4], [-0.1, -1.0, -0.5], [-0.1, -0.2, 1.1], [1.5, 1.1, -0.1], [0.3, 0.2, -0.1]],
  "e_homo_ev": -8.7,
  "de_lowest_ev": 2.839,
  "lumo_ev": 0.989,
  "smiles": "CC[C@@H](N)CNCN"
}



(6)
{
  "formula": "C7H15N",
  "method": "ωB97M-V/def2-TZVPD",
  "elements": ["C", "C", "C", "C", "C", "C", "C", "N", "H", "H", "H", "H", "H", "H", "H", "H", "H", "H", "H", "H", "H", "H", "H"],
  "xyz": [[-0.65955, 1.08741, 2.35936], [0.45172, 0.59009, 1.47341], [0.05361, -0.68622, 0.68971], [-0.17309, -0.47075, -0.78584], [0.45229, -1.25590, -1.65180], [0.25401, -1.13764, -3.14670], [-1.11867, 0.61674, -1.20274], [1.61483, 0.28420, 2.32579], [-0.44982, 1.95107, 2.98114], [-0.95099, 0.29311, 3.06668], [-1.61318, 1.26440, 1.84251], [0.68526, 1.36261, 0.76171], [-0.85224, -1.09277, 1.16788], [0.82949, -1.43562, 0.83499], [1.03559, -2.07063, -1.23250], [-0.79972, -1.34088, -3.37176], [0.40327, -0.09025, -3.40703], [0.87695, -1.83315, -3.71238], [-1.43757, 1.26541, -0.39321], [-0.65282, 1.19654, -2.00693], [-2.00774, 0.16667, -1.67055], [1.55893, 0.81324, 3.18637], [2.49943, 0.52232, 1.89190]],
  "forces_ev_per_a": [[-1.3, -0.8, 0.7], [0.3, -0.4, 0.3], [-0.5, 0.2, 0.2], [0.2, -0.1, 0.8], [-0.3, -0.3, -0.5], [-0.3, -0.1, 0.8], [0.0, -0.5, -0.7], [0.0, 0.0, 0.3], [0.4, 0.4, -0.2], [0.3, 0.0, 0.0], [0.4, 0.2, -0.3], [0.2, 0.4, -0.4], [0.1, 0.0, -0.2], [0.1, 0.0, 0.0], [0.2, 0.1, -0.2], [0.1, -0.1, -0.2], [0.2, 0.0, -0.5], [0.0, 0.3, 0.0], [0.1, 0.2, -0.1], [-0.1, 0.4, 0.2], [0.0, 0.1, 0.2], [0.0, 0.1, 0.0], [-0.1, 0.0, -0.2]],
  "e_homo_ev": [1.4, -5.3],
  "multiplicity": 2,
  "de_lowest_ev": 0.168,
  "lumo_ev": [3.909, 4.083],
  "s2": 0.75,
  "charge": -1
}



> What is the formula in the third record?

C17H15F21N5O21S7Zn3